No. 1
C4H9FOS | ωB97M-V/def2-TZVPD

Structure (XYZ):
```
16
Properties=species:S:1:pos:R:3:forces:R:3:lowdin_charge:R:1
F -1.74115 0.08666 0.89478 -0.7 -0.3 0.1 0.005
C -3.78235 1.22414 0.69829 1.0 -1.1 0.2 0.058
C -2.97747 0.24365 0.31008 1.8 1.6 0.7 -0.427
H -3.67354 1.80593 1.60625 0.0 0.1 -0.4 0.072
H 5.11015 -1.53543 0.51432 -0.6 0.6 0.5 0.017
H 1.85267 1.73624 -0.08198 -0.5 -0.8 -0.6 0.015
H -4.55382 1.29719 -0.01745 -1.4 0.6 0.0 0.050
H -4.07981 -1.16130 -0.42458 -0.8 -1.1 -0.4 0.065
C -3.21472 -0.67567 -0.81468 -0.5 0.5 -1.2 -0.046
H -3.60873 -0.06593 -1.72392 1.2 -1.3 1.2 0.124
C 4.13982 -1.85614 0.12569 0.0 -0.1 1.1 -0.578
H -2.40538 -1.43412 -0.96121 -0.7 1.0 -0.3 0.100
H 4.29312 -2.46262 -0.70543 0.1 -0.9 -1.8 -0.040
S 2.65265 -1.76241 0.71795 0.4 0.4 0.2 0.616
H 1.84006 1.93713 1.42071 -1.5 -1.7 3.2 -0.025
O 2.15168 2.25556 0.64031 2.1 2.5 -2.6 -0.007
```
Forces are in eV/Å.

The value obtained for the energy above the lowest of the compared OMol25 structures with the same formula, charge and spin is 42.7 kcal/mol. For the maximum force, the calculation gives 4.182 eV/Å. The highest occupied orbital energy is -8.97 eV. Its SMILES is C=C(C)F.C=S.O. The value obtained for the frontier orbital gap is 8.5 eV.

***

No. 2
C4H9FeMgO4 | ωB97M-V/def2-TZVPD

Structure (XYZ):
```
19
Properties=species:S:1:pos:R:3:forces:R:3:lowdin_spin:R:1
H 0.95309 0.42897 -1.55860 -3.0 -2.8 1.6 0.003
C -2.16264 1.40133 1.13289 -0.7 0.1 0.3 0.002
O 2.03674 1.58691 0.14740 1.1 0.4 1.3 0.905
H -2.76913 0.60083 1.58095 0.0 0.3 -0.2 0.000
H -0.18209 -1.02350 -2.16829 0.0 0.0 0.3 0.001
C -0.01660 -0.50155 -1.21682 2.3 1.7 -1.5 0.010
O 0.35764 -1.42441 -0.18014 0.0 0.6 0.9 0.009
H 1.82610 -2.72797 0.54724 -0.6 0.2 -0.5 0.004
Mg 0.85863 0.42240 1.12991 -0.8 -0.4 -1.2 0.127
O -1.04416 0.81576 0.49072 1.3 0.0 0.2 0.007
H -2.74565 1.99138 0.41212 0.1 -0.2 0.2 0.000
H 2.08327 -1.94986 -1.09929 0.3 -0.2 0.5 0.003
H -1.72083 0.80926 -1.46215 0.0 -0.3 0.2 0.000
O 2.41812 -0.82045 0.57701 0.1 0.3 1.2 0.253
Fe 3.49961 0.72387 0.99687 -0.3 0.7 -1.2 4.645
H -2.03703 -0.68593 -0.46873 0.2 0.1 -0.4 0.000
C 1.73976 -1.80949 -0.05692 0.3 -0.7 -1.3 0.029
H -1.78388 2.05981 1.92202 -0.1 -0.1 -0.2 0.001
C -1.31096 0.10263 -0.72618 -0.3 0.2 -0.2 0.002
```
Forces are in eV/Å.

For the maximum force, the calculation gives 4.378 eV/Å. Its net charge is +1. The highest occupied orbital energy (alpha / beta) is -10.63 / -13.51 eV. As for the spin multiplicity: 7. The value obtained for the frontier orbital gap (alpha / beta) is 6.2 / 7.9 eV.

***

No. 3
C4H9GdO3 | ωB97M-V/def2-TZVPD

Structure (XYZ):
```
17
Properties=species:S:1:pos:R:3:forces:R:3:lowdin_spin:R:1
H 2.87276 -2.17546 -2.12769 -0.3 0.0 0.2 0.000
H 1.28460 -0.56729 0.90936 -0.3 0.0 0.5 0.067
H 1.92621 -3.06827 -0.91700 0.1 0.2 -0.1 0.000
H -4.73171 2.89298 0.84549 -0.4 0.3 0.0 -0.009
H 1.82076 -0.01884 -1.45630 -0.2 -0.2 0.1 0.004
O 3.92928 -2.63163 0.62139 -0.7 0.8 -0.8 0.025
O -0.42180 0.15203 0.00951 -0.2 -0.6 1.0 0.548
O -3.81236 2.79574 0.57006 0.3 0.0 -0.1 -0.108
H 3.91163 -0.79422 -0.20488 0.0 -0.1 0.0 0.004
H 0.62797 -1.19656 -2.01574 0.1 0.1 0.2 0.007
H -3.52644 3.62024 0.14457 -0.3 0.2 0.0 -0.009
C 0.56162 -0.81720 0.10373 0.4 0.4 -2.1 0.134
C 1.33557 -0.97530 -1.20331 0.1 0.2 -0.2 0.013
Gd -2.50677 0.95679 0.86311 1.0 -0.7 -0.2 6.259
H 0.13874 -1.80604 0.37601 -0.3 0.2 0.6 0.061
C 2.38007 -2.09295 -1.14310 -0.2 -0.4 -0.2 0.001
C 3.48267 -1.82340 -0.16252 0.9 -0.4 1.0 0.006
```
Forces are in eV/Å.

For the maximum force, the calculation gives 2.171 eV/Å. Its net charge is +2. The highest occupied orbital energy (alpha / beta) is -15.20 / -15.01 eV. As for the spin multiplicity: 8. The value obtained for the frontier orbital gap (alpha / beta) is 5.4 / 3.3 eV.